# 1
Computed, not measured: a molecular structure, C40H62NPtSSb2SeSi5Te in a non-equilibrium geometry, with wB97M-V/def2-TZVPD.

Atoms and positions in Å:
Pt1 0.39 0.63 -0.64
C1 2.67 1.99 2.33
C2 3.99 1.44 1.82
C3 3.99 1.08 0.33
Sb1 3.46 -0.96 0.02
C4 5.48 -1.63 0.29
C5 6.51 -1.27 -0.59
C6 7.82 -1.68 -0.36
C7 8.12 -2.44 0.76
C8 7.11 -2.80 1.64
C9 5.80 -2.40 1.40
C10 3.49 -0.88 -2.12
C11 2.93 0.21 -2.79
C12 2.81 0.22 -4.17
C13 3.28 -0.86 -4.91
C14 3.84 -1.95 -4.26
C15 3.94 -1.96 -2.87
Sb2 0.66 1.14 2.69
C16 0.12 -0.98 2.56
C17 0.83 -2.15 2.30
C18 0.25 -3.40 2.50
C19 -1.04 -3.51 2.99
C20 -1.76 -2.35 3.26
C21 -1.18 -1.11 3.04
C22 1.37 0.68 4.71
C23 2.35 -0.30 4.91
C24 2.88 -0.52 6.18
C25 2.44 0.22 7.26
C26 1.46 1.19 7.08
C27 0.94 1.42 5.81
H1 2.39 2.86 1.72
H2 2.80 2.33 3.36
H3 4.35 0.61 2.45
H4 4.73 2.24 1.97
H5 4.97 1.22 -0.13
H6 3.27 1.71 -0.19
H7 6.28 -0.68 -1.47
H8 8.60 -1.39 -1.05
H9 9.14 -2.76 0.94
H10 7.34 -3.40 2.51
H11 5.02 -2.70 2.09
H12 2.54 1.06 -2.23
H13 2.35 1.06 -4.67
H14 3.19 -0.86 -5.99
H15 4.19 -2.80 -4.83
H16 4.36 -2.83 -2.38
H17 1.83 -2.11 1.90
H18 0.82 -4.29 2.27
H19 -1.49 -4.48 3.14
H20 -2.77 -2.42 3.63
H21 -1.76 -0.22 3.25
H22 2.69 -0.90 4.08
H23 3.64 -1.28 6.31
H24 2.85 0.04 8.25
H25 1.11 1.77 7.92
H26 0.18 2.18 5.68
C28 4.01 3.78 -1.77
Si1 2.18 4.15 -1.91
C29 1.77 4.08 -3.75
C30 1.94 5.91 -1.30
Se1 0.60 3.09 -0.74
H27 4.54 4.61 -2.26
H28 4.29 2.86 -2.28
H29 4.36 3.73 -0.74
H30 2.32 4.84 -4.31
H31 0.70 4.24 -3.90
H32 2.02 3.10 -4.16
H33 2.50 6.61 -1.93
H34 2.29 6.02 -0.27
H35 0.88 6.20 -1.32
S1 0.61 -4.05 -1.45
C31 0.51 -2.47 -1.14
N1 0.46 -1.36 -0.77
C32 -4.85 2.77 -2.69
Si2 -4.95 0.89 -2.78
C33 -4.04 0.30 -4.31
C34 -6.78 0.48 -2.98
Si3 -4.02 -0.14 -0.88
Te1 -2.09 1.37 -0.39
Si4 -3.99 -2.43 -1.32
C35 -5.72 -2.92 -1.90
C36 -3.57 -3.41 0.22
C37 -2.81 -2.83 -2.69
Si5 -5.46 0.37 0.90
C38 -4.68 0.10 2.58
C39 -5.97 2.18 0.78
C40 -7.00 -0.69 0.79
H36 -4.90 3.19 -3.70
H37 -3.92 3.10 -2.23
H38 -5.69 3.18 -2.12
H39 -4.27 0.94 -5.17
H40 -4.32 -0.73 -4.57
H41 -2.96 0.32 -4.14
H42 -7.18 1.00 -3.86
H43 -7.35 0.83 -2.12
H44 -6.96 -0.59 -3.11
H45 -6.51 -2.43 -1.33
H46 -5.84 -4.00 -1.78
H47 -5.86 -2.69 -2.95
H48 -4.20 -3.14 1.07
H49 -2.53 -3.26 0.50
H50 -3.71 -4.48 0.02
H51 -3.20 -2.50 -3.66
H52 -2.63 -3.90 -2.74
H53 -1.86 -2.35 -2.53
H54 -3.78 0.71 2.66
H55 -4.41 -0.94 2.73
H56 -5.37 0.41 3.37
H57 -5.14 2.80 0.44
H58 -6.29 2.55 1.76
H59 -6.81 2.32 0.09
H60 -6.76 -1.75 0.92
H61 -7.50 -0.58 -0.17
H62 -7.71 -0.41 1.57

Its highest occupied orbital energy (alpha / beta) is -4.7 / -4.7 eV. As for the total charge: -1. The HOMO-LUMO gap (alpha / beta) is 5.6828 / 5.6833 eV. The calculation puts the energy above the lowest of the compared OMol25 structures with the same formula, charge and spin at 7.9 kcal/mol.


# 2
Computed, not measured: a molecular structure, C40H63B2CdN15S, with wB97M-V/def2-TZVPD.

Atoms and positions in Å:
Cd1 0.83 -0.23 -0.18
C1 5.68 2.05 -0.86
C2 4.34 1.33 -0.77
C3 3.76 1.10 -2.16
C4 3.38 2.08 0.12
C5 3.58 3.26 0.84
C6 2.39 3.50 1.50
C7 2.07 4.62 2.42
C8 2.53 4.27 3.84
C9 2.72 5.93 1.96
N1 1.53 2.51 1.18
N2 2.15 1.64 0.32
B1 0.06 2.04 1.53
N3 0.05 0.84 2.58
N4 0.32 -0.35 1.96
C10 0.27 -1.33 2.84
C11 -0.03 -0.79 4.09
C12 -0.16 0.57 3.89
C13 -0.52 1.60 4.89
C14 0.28 1.45 6.18
C15 -2.03 1.57 5.17
C16 0.46 -2.75 2.42
C17 -0.89 -3.47 2.34
C18 1.43 -3.49 3.34
N5 -1.13 3.08 1.37
N6 -1.73 2.72 0.18
C19 -2.66 3.59 -0.09
C20 -2.71 4.57 0.91
C21 -1.74 4.23 1.83
C22 -1.52 5.20 3.01
C23 -2.88 5.69 3.54
C24 -0.72 4.81 4.24
C25 -3.53 3.43 -1.31
C26 -3.00 2.36 -2.26
C27 -4.97 3.11 -0.89
H1 6.37 1.47 -1.48
H2 5.56 3.03 -1.32
H3 6.14 2.18 0.12
H4 4.51 0.35 -0.30
H5 3.58 2.05 -2.66
H6 4.45 0.52 -2.77
H7 2.82 0.55 -2.13
H8 4.47 3.87 0.86
H9 0.99 4.77 2.40
H10 3.62 4.19 3.86
H11 2.23 5.04 4.56
H12 2.12 3.31 4.17
H13 3.81 5.85 1.98
H14 2.41 6.19 0.95
H15 2.44 6.74 2.63
H16 -0.17 1.41 0.55
H17 -0.16 -1.32 5.03
H18 -0.28 2.56 4.45
H19 0.03 0.52 6.69
H20 1.35 1.44 5.98
H21 0.07 2.28 6.86
H22 -2.32 0.60 5.58
H23 -2.31 2.34 5.89
H24 -2.60 1.73 4.25
H25 0.89 -2.74 1.41
H26 -1.36 -3.52 3.32
H27 -1.57 -2.94 1.66
H28 -0.76 -4.49 1.96
H29 1.03 -3.54 4.36
H30 1.58 -4.51 3.00
H31 2.39 -2.98 3.38
H32 -3.36 5.42 0.94
H33 -1.02 6.07 2.56
H34 -3.47 4.84 3.89
H35 -2.72 6.37 4.38
H36 -3.47 6.22 2.79
H37 -1.34 4.25 4.94
H38 0.18 4.25 4.03
H39 -0.41 5.72 4.75
H40 -3.54 4.39 -1.84
H41 -2.97 1.39 -1.76
H42 -3.63 2.29 -3.14
H43 -1.98 2.60 -2.58
H44 -5.00 2.15 -0.37
H45 -5.37 3.87 -0.22
H46 -5.62 3.04 -1.76
C28 -4.55 -1.38 -0.63
C29 -3.71 -0.69 0.25
N7 -2.44 -1.03 0.08
N8 -2.44 -1.95 -0.91
C30 -3.69 -2.17 -1.36
B2 -1.05 -2.31 -1.44
N9 -0.83 -3.75 -1.88
C31 -1.54 -4.55 -2.71
C32 -0.86 -5.73 -2.86
C33 0.29 -5.56 -2.08
N10 0.31 -4.37 -1.49
N11 -0.67 -1.31 -2.60
C34 -1.11 -1.19 -3.86
C35 -0.60 -0.02 -4.39
C36 0.15 0.54 -3.36
N12 0.10 -0.25 -2.29
H47 -5.62 -1.33 -0.72
H48 -3.96 0.04 1.01
H49 -3.90 -2.87 -2.15
H50 -0.30 -2.07 -0.53
H51 -2.49 -4.24 -3.12
H52 -1.16 -6.59 -3.44
H53 1.10 -6.26 -1.90
H54 -1.75 -1.93 -4.29
H55 -0.76 0.37 -5.38
H56 0.73 1.45 -3.33
C37 5.05 -4.65 2.18
C38 5.22 -3.18 1.79
C39 4.31 -2.76 0.69
N13 3.41 -1.85 0.80
N14 2.68 -1.67 -0.34
C40 3.05 -2.44 -1.33
N15 2.53 -2.38 -2.59
S1 4.34 -3.49 -0.90
H57 5.71 -4.91 3.00
H58 5.28 -5.31 1.34
H59 4.02 -4.85 2.49
H60 6.25 -2.99 1.50
H61 4.99 -2.53 2.63
H62 1.66 -1.87 -2.64
H63 2.47 -3.27 -3.06

Its highest occupied orbital energy is -8.2 eV. The HOMO-LUMO gap is 8.5304 eV. The calculation puts the energy above the lowest of the compared OMol25 structures with the same formula, charge and spin at 0.0 kcal/mol.


# 3
Computed, not measured: 12 unconnected molecules or ions with the total composition C40H64N8O4 in a non-equilibrium geometry, with wB97M-V/def2-TZVPD.

Atoms and positions in Å:
N1 -4.36 -3.67 -3.56
C1 -4.82 -2.49 -4.09
C2 -3.83 -1.58 -3.80
C3 -2.85 -2.17 -3.04
C4 -3.20 -3.46 -2.86
H1 -4.84 -4.55 -3.51
H2 -5.77 -2.37 -4.60
H3 -3.89 -0.56 -4.15
H4 -1.98 -1.73 -2.59
H5 -2.69 -4.30 -2.40
N2 -0.64 -2.09 6.63
C5 0.72 -2.34 6.45
C6 0.97 -2.01 5.12
C7 -0.15 -1.42 4.54
C8 -1.17 -1.53 5.49
H6 -1.25 -2.30 7.40
H7 1.37 -2.69 7.24
H8 1.97 -1.99 4.71
H9 -0.25 -0.90 3.60
H10 -2.20 -1.20 5.48
N3 3.79 1.59 4.33
C9 4.88 0.85 3.83
C10 4.34 -0.20 3.04
C11 2.98 -0.03 2.96
C12 2.65 1.07 3.81
H11 3.95 2.34 4.99
H12 5.91 1.11 4.06
H13 4.82 -0.99 2.47
H14 2.22 -0.59 2.44
H15 1.72 1.54 4.08
N4 -0.09 4.01 1.97
C13 1.11 4.45 2.53
C14 1.41 5.75 2.11
C15 0.23 6.18 1.50
C16 -0.63 5.09 1.33
H16 -0.43 3.06 2.01
H17 1.76 3.78 3.07
H18 2.36 6.21 2.34
H19 0.05 7.13 1.01
H20 -1.55 4.84 0.82
N5 0.75 5.19 -1.66
C17 0.09 5.86 -2.67
C18 -0.07 5.07 -3.73
C19 0.48 3.83 -3.33
C20 1.00 3.88 -2.04
H21 1.03 5.57 -0.76
H22 -0.12 6.92 -2.60
H23 -0.55 5.30 -4.66
H24 0.35 2.90 -3.86
H25 1.40 3.17 -1.34
N6 -1.52 1.67 -5.18
C21 -0.85 2.35 -6.19
C22 0.31 1.69 -6.47
C23 0.37 0.56 -5.63
C24 -0.78 0.59 -4.89
H26 -2.30 2.04 -4.65
H27 -1.29 3.28 -6.51
H28 0.91 1.88 -7.34
H29 1.14 -0.20 -5.58
H30 -1.00 -0.05 -4.06
N7 3.60 -2.91 -0.96
C25 3.40 -2.74 0.38
C26 4.39 -3.40 1.07
C27 5.19 -4.07 0.09
C28 4.68 -3.82 -1.16
H31 3.02 -2.54 -1.70
H32 2.69 -2.04 0.80
H33 4.61 -3.32 2.12
H34 6.04 -4.71 0.29
H35 4.91 -4.21 -2.14
N8 3.05 -3.04 -4.30
C29 1.87 -2.59 -3.70
C30 2.05 -1.25 -3.29
C31 3.41 -0.97 -3.67
C32 3.99 -2.07 -4.20
H36 3.21 -3.92 -4.77
H37 0.95 -3.16 -3.73
H38 1.35 -0.63 -2.76
H39 3.91 -0.04 -3.46
H40 4.98 -2.20 -4.61
C33 -5.71 0.51 0.76
C34 -4.96 -0.28 -0.30
O1 -5.59 -1.39 -0.81
H41 -6.52 1.11 0.37
H42 -5.06 1.17 1.34
H43 -6.10 -0.18 1.51
H44 -4.05 -0.64 0.18
H45 -4.62 0.37 -1.11
H46 -4.98 -1.95 -1.30
C35 -0.90 0.61 -0.80
C36 -0.50 -0.68 -0.01
O2 -1.27 -0.85 1.15
H47 -0.36 0.72 -1.74
H48 -0.68 1.54 -0.29
H49 -1.93 0.62 -1.15
H50 0.57 -0.67 0.16
H51 -0.79 -1.49 -0.67
H52 -1.11 -1.69 1.57
C37 -2.41 2.84 4.26
C38 -2.63 1.69 3.32
O3 -1.82 1.85 2.18
H53 -2.66 2.45 5.25
H54 -3.07 3.68 4.06
H55 -1.37 3.13 4.39
H56 -3.70 1.68 3.10
H57 -2.44 0.73 3.81
H58 -1.72 1.01 1.73
C39 0.57 -4.37 0.80
C40 0.37 -3.84 2.14
O4 -0.85 -3.20 2.41
H59 0.38 -3.51 0.16
H60 -0.07 -5.21 0.53
H61 1.62 -4.66 0.68
H62 1.23 -3.17 2.22
H63 0.58 -4.65 2.85
H64 -0.75 -2.97 3.34

Its highest occupied orbital energy is -7.8 eV. Its SMILES is c1cc[nH]c1.c1cc[nH]c1.c1cc[nH]c1.c1cc[nH]c1.c1cc[nH]c1.c1cc[nH]c1.c1cc[nH]c1.c1cc[nH]c1.CCO.CCO.CCO.CCO. The HOMO-LUMO gap is 8.3467 eV.


# 4
Computed, not measured: 7 unconnected molecules or ions with the total composition C40H64O13 in a non-equilibrium geometry, with wB97M-V/def2-TZVPD.

Atoms and positions in Å:
C1 0.24 -3.40 1.39
C2 -0.52 -3.70 0.29
C3 -1.09 -2.59 -0.66
C4 -0.07 -1.82 -1.42
C5 1.46 -2.11 -1.24
O1 2.04 -1.34 -0.16
C6 3.43 -1.42 -0.11
C7 4.28 -2.64 -0.59
O2 4.02 -0.48 0.37
C8 -0.59 -0.78 -2.33
C9 -2.05 -0.54 -2.47
C10 -3.06 -1.32 -1.74
C11 -4.58 -1.12 -1.89
C12 -5.08 -0.06 -0.71
C13 -5.99 -0.74 0.43
O3 -6.52 0.21 -0.68
C14 -2.54 -2.35 -0.80
O4 -3.51 -3.08 -0.11
C15 -3.42 -2.95 1.33
C16 -3.25 -1.48 1.88
C17 -1.84 -1.20 2.55
O5 -4.22 -1.34 2.96
C18 -2.45 0.62 -3.46
O6 -3.39 0.57 -4.21
C19 -1.46 1.84 -3.42
C20 -0.12 1.64 -3.26
C21 0.91 2.82 -3.16
C22 1.61 2.82 -1.75
C23 1.19 1.93 -0.65
C24 1.85 1.88 0.66
C25 3.01 2.73 0.94
C26 3.42 3.66 -0.13
C27 2.75 3.71 -1.44
C28 0.38 0.15 -3.16
O7 1.38 -0.24 -3.70
H1 0.24 -4.14 2.23
H2 0.80 -2.45 1.53
H3 -0.73 -4.76 0.03
H4 1.63 -3.20 -1.01
H5 2.04 -1.90 -2.17
H6 4.92 -2.32 -1.46
H7 3.68 -3.52 -0.95
H8 5.00 -3.03 0.18
H9 -4.90 -0.57 -2.81
H10 -5.19 -2.04 -1.74
H11 -4.33 0.77 -0.39
H12 -6.23 -1.81 0.24
H13 -6.33 -0.13 1.30
H14 -4.40 -3.33 1.74
H15 -2.62 -3.58 1.80
H16 -3.43 -0.67 1.13
H17 -1.57 -1.97 3.32
H18 -1.03 -1.00 1.80
H19 -1.98 -0.23 3.12
H20 -4.30 -0.40 3.20
H21 -1.88 2.87 -3.48
H22 0.36 3.79 -3.34
H23 1.64 2.71 -4.00
H24 0.32 1.23 -0.78
H25 1.48 1.15 1.42
H26 3.51 2.64 1.93
H27 4.31 4.32 0.13
H28 3.13 4.44 -2.20
C29 -6.79 -3.81 4.45
C30 -7.51 -3.05 3.35
O8 -7.34 -1.65 3.51
H29 -7.17 -3.51 5.43
H30 -6.92 -4.89 4.33
H31 -5.72 -3.58 4.44
H32 -8.58 -3.26 3.37
H33 -7.12 -3.34 2.36
H34 -6.39 -1.47 3.48
C31 8.14 -4.50 -0.66
C32 7.32 -4.46 -1.94
O9 7.19 -3.12 -2.40
H35 7.67 -3.89 0.12
H36 8.25 -5.52 -0.29
H37 9.14 -4.08 -0.83
H38 6.32 -4.85 -1.76
H39 7.80 -5.05 -2.72
H40 8.07 -2.77 -2.56
C33 -1.34 4.79 0.88
C34 -0.99 4.95 -0.59
O10 -1.74 4.03 -1.38
H41 -1.13 3.77 1.21
H42 -0.76 5.49 1.49
H43 -2.40 4.97 1.04
H44 0.07 4.75 -0.75
H45 -1.21 5.96 -0.94
H46 -2.67 4.22 -1.23
C35 4.29 -4.36 3.85
C36 4.01 -5.23 2.64
O11 3.02 -4.63 1.82
H47 3.38 -4.22 4.44
H48 5.05 -4.82 4.49
H49 4.64 -3.37 3.55
H50 3.65 -6.21 2.95
H51 4.92 -5.37 2.05
H52 3.35 -3.77 1.54
C37 6.65 4.97 -2.32
C38 7.23 5.92 -1.30
O12 6.48 5.87 -0.09
H53 5.61 5.22 -2.52
H54 7.21 5.00 -3.25
H55 6.66 3.94 -1.93
H56 7.19 6.95 -1.67
H57 8.27 5.67 -1.08
H58 6.52 4.96 0.24
C39 -6.73 4.96 -0.59
C40 -5.28 5.14 -0.19
O13 -4.48 5.39 -1.35
H59 -6.84 4.13 -1.29
H60 -7.35 4.76 0.29
H61 -7.11 5.85 -1.09
H62 -4.90 4.24 0.29
H63 -5.16 5.98 0.50
H64 -4.81 6.19 -1.77

Its highest occupied orbital energy is -8.7 eV. Its SMILES is C=Cc1c(COC(C)=O)c2c(c(C[C@@H]3CO3)c1OC[C@H](C)O)C(=O)C=C(Cc1ccccc1)C2=O.CCO.CCO.CCO.CCO.CCO.CCO. The HOMO-LUMO gap is 8.1769 eV.